# 1
# C2H4INS

A cluster of 2 separate species, C2H4INS in total (ωB97M-V/def2-TZVPD, OMol25).

* multiplicity: 1
* F_max: 6.5 eV/A
* energy relative to the best compared isomer or geometry (same formula, charge and spin): 2.741 eV
* highest occupied orbital energy (spin up / spin down): -7.807 / -7.807 eV
* frontier orbital gap (spin up / spin down): 6.9 / 6.9 eV

Each line ends with the Löwdin charge.
Geometry (Å):
I  4.16  -0.29  -0.03  0.2255
S  3.12  1.81  -0.25  -0.3194
N  0.53  -2.01  0.67  0.2245
C  0.40  0.28  0.00  -0.1510
C  0.74  -0.89  0.39  -0.3079
H  0.10  0.34  -1.12  0.1619
H  1.41  1.02  -0.03  -0.1092
H  1.47  -2.45  0.87  0.1222
H  -0.17  0.97  0.71  0.1534


# 2
# C10H24F2N4

The molecule C10H24F2N4 (ωB97M-V/def2-TZVPD, OMol25).

* multiplicity: 1
* F_max: 4.7 eV/A
* energy relative to the best compared isomer or geometry (same formula, charge and spin): 3.357 eV
* highest occupied orbital energy: -8.775 eV
* structure (SMILES): NCCCNCCCC(F)(F)NCCCN
* frontier orbital gap: 9.7 eV

Each line ends with the Löwdin charge.
Geometry (Å):
F  0.83  -1.22  -1.79  0.0808
F  1.78  0.38  -3.26  -0.0404
N  2.23  -2.73  4.58  -0.0262
N  -0.51  0.54  -2.65  0.0238
N  -0.43  -0.59  2.27  -0.0876
N  -3.14  1.69  -0.88  -0.0335
C  0.31  -2.62  3.30  -0.2381
C  -0.83  -1.85  2.79  -0.3141
C  0.83  0.10  -2.14  -0.4809
C  -2.61  2.72  -1.93  -0.2716
C  -0.42  1.88  -3.12  -0.2708
C  0.10  -0.76  0.91  -0.2214
C  1.30  0.84  -0.95  -0.1362
C  1.05  -1.98  4.45  -0.3551
C  -1.08  2.94  -2.19  -0.1773
C  0.52  0.65  0.38  -0.1332
H  -2.98  2.42  -2.92  0.0891
H  -0.83  1.93  -4.14  0.1226
H  0.68  2.12  -3.32  0.1288
H  -0.55  -1.38  0.20  0.1346
H  -1.49  -1.59  3.61  0.1170
H  -0.09  -3.58  3.66  0.1308
H  1.17  1.15  1.14  0.1273
H  2.85  -2.74  3.78  0.0706
H  -3.13  3.64  -1.60  0.0975
H  -0.42  1.29  0.13  0.0916
H  -1.04  -0.28  -3.13  0.1825
H  -1.42  -2.54  2.08  0.1400
H  1.21  1.96  -1.23  0.1255
H  -1.28  -0.06  2.30  0.1041
H  1.13  -0.84  4.15  0.1359
H  -0.64  2.77  -1.06  0.1197
H  -2.53  0.83  -1.14  0.0621
H  2.77  -2.18  5.29  0.0918
H  0.90  -1.44  1.20  0.0883
H  0.43  -1.93  5.37  0.1192
H  2.41  0.62  -0.97  0.1463
H  0.93  -2.58  2.39  0.0957
H  -0.92  3.97  -2.57  0.1102
H  -2.65  2.05  -0.02  0.0507


# 3
# C3H7N3O

The molecule C3H7N3O (ωB97M-V/def2-TZVPD, OMol25).

* multiplicity: 1
* F_max: 3.4 eV/A
* energy relative to the best compared isomer or geometry (same formula, charge and spin): 5.995 eV
* highest occupied orbital energy: -7.864 eV
* frontier orbital gap: 8.9 eV

Each line ends with the Löwdin charge.
Geometry (Å):
O  -1.94  -1.52  0.83  -0.0862
N  1.34  -1.44  0.13  0.0437
N  1.05  -0.18  0.18  -0.2345
N  -1.27  -0.75  -0.17  -0.0698
C  -0.04  1.49  -0.41  -0.0914
C  1.36  0.95  -0.39  -0.0614
C  -0.42  0.22  0.41  -0.2666
H  -0.48  -1.46  -0.62  0.1698
H  -0.21  2.44  0.10  0.0945
H  2.33  -1.58  -0.05  0.0495
H  -0.51  1.52  -1.40  0.1072
H  2.30  1.23  -0.83  0.1056
H  -0.63  0.36  1.47  0.1568
H  -2.87  -1.28  0.75  0.0829


# 4
# C5H6N2S

The molecule C5H6N2S (ωB97M-V/def2-TZVPD, OMol25).

* multiplicity: 1
* F_max: 5.9 eV/A
* energy relative to the best compared isomer or geometry (same formula, charge and spin): 3.019 eV
* highest occupied orbital energy: -8.803 eV
* structure (SMILES): [H]/N=C/n1cccc1S
* frontier orbital gap: 9.1 eV

Each line ends with the Löwdin charge.
Geometry (Å):
S  1.17  -1.14  -1.34  0.7849
N  -0.68  2.78  -0.47  0.0999
N  -0.38  0.48  0.22  -0.1378
C  -0.91  0.44  1.45  -0.0782
C  -0.34  1.50  -0.73  -0.1749
C  0.04  -1.49  0.99  -0.1302
C  -0.78  -0.81  1.95  -0.0462
C  0.12  -0.70  -0.07  -0.7955
H  -1.37  1.42  1.42  0.1213
H  -0.20  0.98  -1.81  0.1401
H  -0.41  3.22  -1.31  -0.0002
H  -0.90  -1.24  2.93  0.0996
H  0.52  -2.51  1.16  0.1314
H  2.23  -0.22  -0.82  -0.0143


# 5
# C10H21INO2P2Tc

A structure of composition C10H21INO2P2Tc (ωB97M-V/def2-TZVPD, OMol25).

* multiplicity: 4
* <S²>: 3.81
* total charge: +3
* F_max: 6.3 eV/A
* energy relative to the best compared isomer or geometry (same formula, charge and spin): 0.000 eV
* highest occupied orbital energy (spin up / spin down): -19.188 / -19.615 eV
* frontier orbital gap (spin up / spin down): 7.0 / 4.1 eV

Each line ends with the Löwdin charge.
Geometry (Å):
I  -0.01  -0.47  -2.94  1.2632
Tc  0.00  0.10  0.81  0.8621
P  -2.26  -0.06  1.07  0.6977
P  2.26  -0.10  1.07  0.6976
O  0.02  1.95  -4.67  0.2758
O  0.03  3.01  1.84  0.2111
N  -0.01  -1.04  3.81  0.1675
C  0.01  0.76  -4.78  -0.6080
C  0.02  1.91  1.41  -0.1971
C  3.21  1.18  1.94  -0.1968
C  -2.83  -1.62  1.82  -0.2103
C  -3.19  1.24  1.94  -0.1969
C  2.79  -1.67  1.81  -0.2103
C  -2.81  -0.05  -0.66  -0.2725
C  0.00  -0.66  2.70  -0.3917
C  0.00  -0.11  -6.01  -0.0179
C  2.81  -0.10  -0.66  -0.2725
H  2.32  -2.51  1.28  0.0642
H  0.00  0.53  -6.90  0.1360
H  -2.37  -2.46  1.28  0.0643
H  2.21  -0.82  -1.24  -0.0515
H  3.87  -0.33  -0.73  0.0896
H  -2.47  -1.64  2.85  0.0510
H  -2.89  2.22  1.55  0.0572
H  -3.88  -0.27  -0.73  0.0896
H  -3.92  -1.71  1.78  0.0841
H  -2.23  -0.78  -1.24  -0.0515
H  2.93  2.16  1.55  0.0573
H  2.61  0.89  -1.08  0.0501
H  -0.90  -0.72  -6.03  0.1226
H  -2.92  1.19  3.00  0.0786
H  2.94  1.13  3.00  0.0785
H  3.88  -1.79  1.78  0.0840
H  4.29  1.02  1.82  0.0852
H  0.89  -0.74  -6.04  0.1231
H  -2.59  0.94  -1.08  0.0501
H  2.44  -1.69  2.85  0.0510
H  -4.27  1.11  1.82  0.0852


# 6
# C4H11N3O

A cluster of 2 separate species, C4H11N3O in total (ωB97M-V/def2-TZVPD, OMol25).

* multiplicity: 1
* F_max: 5.6 eV/A
* energy relative to the best compared isomer or geometry (same formula, charge and spin): 5.426 eV
* highest occupied orbital energy (spin up / spin down): -8.566 / -8.568 eV
* frontier orbital gap (spin up / spin down): 7.6 / 7.6 eV

Each line ends with the Löwdin charge.
Geometry (Å):
O  -0.39  -1.44  -0.14  -0.1930
N  0.38  0.19  1.13  -0.1350
N  -0.31  0.21  2.19  0.1790
N  -2.27  0.55  0.28  0.0195
C  0.54  1.46  0.42  -0.1588
C  1.75  -0.30  -0.71  -0.1048
C  1.01  1.10  -0.92  -0.1344
C  0.83  -0.99  0.24  -0.4712
H  -0.45  -0.80  2.60  0.1587
H  -0.26  2.11  0.43  0.0960
H  1.17  -1.79  1.01  0.1544
H  2.80  -0.19  -0.29  0.1299
H  0.22  0.99  -1.55  0.0728
H  1.87  -0.85  -1.64  0.1156
H  -1.80  0.75  1.21  -0.0018
H  1.83  1.80  -1.41  0.1568
H  -1.62  -0.20  -0.12  -0.0014
H  1.31  1.82  1.14  0.1581
H  -3.13  0.16  0.18  -0.0400


Please write out number 5 again, unchanged.
# C10H21INO2P2Tc

A structure of composition C10H21INO2P2Tc (ωB97M-V/def2-TZVPD, OMol25).

* multiplicity: 4
* <S²>: 3.81
* total charge: +3
* F_max: 6.3 eV/A
* energy relative to the best compared isomer or geometry (same formula, charge and spin): 0.000 eV
* highest occupied orbital energy (spin up / spin down): -19.188 / -19.615 eV
* frontier orbital gap (spin up / spin down): 7.0 / 4.1 eV

Each line ends with the Löwdin charge.
Geometry (Å):
I  -0.01  -0.47  -2.94  1.2632
Tc  0.00  0.10  0.81  0.8621
P  -2.26  -0.06  1.07  0.6977
P  2.26  -0.10  1.07  0.6976
O  0.02  1.95  -4.67  0.2758
O  0.03  3.01  1.84  0.2111
N  -0.01  -1.04  3.81  0.1675
C  0.01  0.76  -4.78  -0.6080
C  0.02  1.91  1.41  -0.1971
C  3.21  1.18  1.94  -0.1968
C  -2.83  -1.62  1.82  -0.2103
C  -3.19  1.24  1.94  -0.1969
C  2.79  -1.67  1.81  -0.2103
C  -2.81  -0.05  -0.66  -0.2725
C  0.00  -0.66  2.70  -0.3917
C  0.00  -0.11  -6.01  -0.0179
C  2.81  -0.10  -0.66  -0.2725
H  2.32  -2.51  1.28  0.0642
H  0.00  0.53  -6.90  0.1360
H  -2.37  -2.46  1.28  0.0643
H  2.21  -0.82  -1.24  -0.0515
H  3.87  -0.33  -0.73  0.0896
H  -2.47  -1.64  2.85  0.0510
H  -2.89  2.22  1.55  0.0572
H  -3.88  -0.27  -0.73  0.0896
H  -3.92  -1.71  1.78  0.0841
H  -2.23  -0.78  -1.24  -0.0515
H  2.93  2.16  1.55  0.0573
H  2.61  0.89  -1.08  0.0501
H  -0.90  -0.72  -6.03  0.1226
H  -2.92  1.19  3.00  0.0786
H  2.94  1.13  3.00  0.0785
H  3.88  -1.79  1.78  0.0840
H  4.29  1.02  1.82  0.0852
H  0.89  -0.74  -6.04  0.1231
H  -2.59  0.94  -1.08  0.0501
H  2.44  -1.69  2.85  0.0510
H  -4.27  1.11  1.82  0.0852


Number 6 is which compound? C4H11N3O